1.
24
Properties=species:S:1:pos:R:3:nbo_charge:R:1 method="wB97M-V/def2-TZVPD" multiplicity=1 lumo_energy_ev=-0.005 e_tot_ha=-611.4967 total_charge=0 homo_lumo_gap_ev=10.4960
O 1.950 -2.287 0.037 -0.9515
H 1.666 -2.465 -0.858 0.4748
H 2.884 -2.063 -0.057 0.4846
O -1.022 -0.826 2.147 -0.9506
H -0.738 -1.725 2.328 0.4810
H -1.957 -0.815 2.350 0.4927
O 1.226 0.264 -3.207 -0.9267
H 0.925 -0.539 -3.569 0.4559
H 1.132 0.209 -2.269 0.4705
O 0.052 0.038 -0.159 -1.0067
H 0.830 -0.462 0.101 0.4977
H -0.536 -0.194 0.555 0.5118
O 2.196 0.019 2.612 -0.9422
H 1.881 -0.857 2.889 0.4655
H 1.382 0.573 2.642 0.4781
O -2.037 -0.664 -1.867 -0.9443
H -1.275 -0.381 -1.393 0.4829
H -1.754 -1.536 -2.130 0.4460
O 0.542 2.560 -1.124 -0.9608
H 0.293 3.281 -0.602 0.4512
H 0.477 1.762 -0.552 0.4888
O -2.497 1.713 0.665 -0.9407
H -3.454 1.804 0.658 0.4728
H -2.165 2.590 0.803 0.4692

***

2.
24
Properties=species:S:1:pos:R:3:nbo_charge:R:1 method="wB97M-V/def2-TZVPD" multiplicity=1 lumo_energy_ev=-0.229 e_tot_ha=-611.3873 total_charge=0 homo_lumo_gap_ev=9.8897
O 1.025 0.079 -0.196 -0.9522
H 1.355 0.591 0.551 0.4810
H 0.508 -0.624 0.212 0.4798
O -3.244 -2.386 -1.947 -0.9033
H -4.156 -2.085 -2.025 0.4590
H -2.721 -1.617 -2.201 0.4499
O -2.562 -1.321 -0.231 -0.9071
H -1.871 -1.260 0.439 0.4555
H -2.515 -0.477 -0.694 0.4457
O 1.838 -1.605 -1.101 -0.9553
H 2.262 -0.755 -0.936 0.4883
H 0.979 -1.370 -1.471 0.4575
O -3.813 1.274 1.177 -0.9245
H -4.135 1.272 0.269 0.4620
H -2.919 1.628 1.108 0.4631
O -0.756 4.760 1.326 -0.9354
H -0.704 4.299 0.482 0.4649
H 0.017 5.337 1.326 0.4707
O 4.419 2.077 -1.905 -0.9405
H 4.773 1.229 -2.197 0.4705
H 4.991 2.728 -2.328 0.4702
O 2.897 -3.175 3.165 -0.9376
H 2.108 -3.078 2.620 0.4677
H 3.582 -3.442 2.540 0.4701

***

3.
24
Properties=species:S:1:pos:R:3:nbo_charge:R:1 method="wB97M-V/def2-TZVPD" multiplicity=1 lumo_energy_ev=-0.354 e_tot_ha=-611.4994 total_charge=0 homo_lumo_gap_ev=10.3070
O -0.239 1.093 -3.042 -0.9477
H 0.486 0.571 -3.387 0.4631
H 0.107 1.483 -2.239 0.4845
O -4.250 1.644 -0.423 -0.9473
H -3.510 1.280 -0.909 0.4786
H -3.996 1.563 0.497 0.4642
O 2.150 -0.959 -0.122 -0.9547
H 2.436 -1.212 -0.999 0.4896
H 2.857 -0.406 0.211 0.4923
O 0.464 0.247 2.844 -0.9552
H 0.123 0.095 1.963 0.4760
H -0.300 0.511 3.356 0.4656
O 1.705 2.350 0.929 -0.9322
H 2.290 1.593 0.907 0.4452
H 0.898 2.042 0.516 0.4848
O 2.508 -3.144 1.720 -0.9449
H 2.691 -3.822 1.070 0.4577
H 2.120 -2.428 1.217 0.4793
O -2.471 -0.516 -1.037 -0.9532
H -2.428 -0.546 -1.992 0.4970
H -2.954 -1.306 -0.793 0.4911
O -0.219 0.330 0.017 -1.0172
H 0.493 -0.309 0.042 0.4848
H -0.962 -0.153 -0.347 0.4983